21
Properties=species:S:1:pos:R:3:forces:R:3:mulliken_charge:R:1 method="wB97M-V/def2-TZVPD" total_energy_ev=-11423.676 de_lowest_kj_mol=72.4 smiles=NCCN.O.O.O
C 0.799002 1.404264 -1.034417 -0.21 -1.68 0.81 -0.42
C -0.152525 1.127514 0.135358 -0.54 -0.27 -0.81 -0.44
N -1.013328 2.275000 0.381468 0.43 0.22 0.09 -0.63
N 1.433954 0.074274 -1.361704 -0.23 0.44 0.11 -0.60
H 0.213781 1.725738 -1.891688 0.29 0.53 0.03 0.31
H 1.568466 2.078196 -0.658324 -0.06 0.42 -0.66 0.36
H -0.812533 0.314869 -0.166293 -0.14 0.03 -0.17 0.38
H 0.402976 0.672144 0.955828 0.11 0.62 0.35 0.28
H -0.525002 3.009275 0.875870 -0.03 0.04 0.10 0.21
H -1.836059 2.038291 0.913444 0.04 -0.16 0.15 0.25
H 1.404105 -0.124704 -2.349036 0.14 0.29 -0.33 0.23
H 2.409678 0.096533 -1.114803 0.21 -0.21 0.11 0.20
H -0.773498 -2.143889 -2.442466 -0.42 -0.73 -0.53 0.29
H -0.177536 -1.080767 -1.659207 -0.45 0.32 0.36 0.19
O -1.040232 -1.526827 -1.767059 0.71 0.29 -0.01 -0.60
H -0.229342 -1.162763 2.127042 -0.09 0.77 0.44 0.39
H 0.016942 -0.514156 3.516994 -0.52 0.05 -0.63 0.31
O -0.553516 -0.441484 2.725900 0.62 -0.75 0.45 -0.66
H 0.608694 -1.516423 -0.047205 0.28 0.27 -0.03 0.41
H -0.269143 -2.581603 0.555497 -0.77 -0.56 -0.32 0.36
O 0.521806 -2.090030 0.722595 0.65 0.09 0.49 -0.81